No. 1
{"formula": "H31O15", "method": "ωB97M-V/def2-TZVPD", "symbols": ["O", "H", "H", "O", "H", "H", "O", "H", "H", "O", "H", "H", "O", "H", "H", "O", "H", "H", "O", "H", "H", "O", "H", "H", "O", "H", "H", "O", "H", "O", "H", "H", "O", "H", "H", "O", "H", "H", "O", "H", "H", "O", "H", "H", "H", "H"], "coordinates": [[1.46, 2.16, 1.41], [-3.20, -1.61, -0.46], [0.83, 1.59, 1.78], [3.03, 2.60, -0.90], [-0.87, -1.43, -3.01], [3.62, 3.02, -0.33], [3.03, -2.65, 0.36], [-1.40, 2.96, 2.19], [0.29, -3.97, 1.70], [-1.99, -1.62, 3.69], [3.94, 0.60, -1.77], [1.69, 2.30, 4.42], [-2.66, -1.39, -1.20], [-2.16, -1.20, 2.71], [-1.99, 0.02, -2.43], [-2.34, 0.39, 1.36], [2.81, -2.26, -0.60], [3.95, -2.38, 0.27], [-1.25, 3.30, 1.14], [-1.96, 1.17, 1.55], [0.98, -1.73, -0.93], [-0.94, -3.78, -0.87], [2.16, 2.88, -0.82], [1.54, -0.32, -1.19], [3.32, -0.03, -1.50], [-1.85, -1.88, -0.94], [-2.21, 1.76, -2.69], [0.79, 2.12, 4.01], [-0.80, -3.83, 0.02], [-0.86, -0.46, -3.08], [-0.14, -0.25, -2.52], [1.22, 1.32, 3.38], [0.72, -0.98, -1.34], [2.74, 0.03, -2.21], [-1.62, -0.30, 1.17], [-2.79, 0.88, -2.47], [-2.11, 3.15, 0.89], [-2.95, 0.63, -3.52], [0.09, -3.22, 2.31], [1.14, 3.13, 1.89], [0.51, 3.70, -2.87], [0.03, 2.93, -2.65], [0.22, 2.65, -1.80], [-2.80, -1.86, 3.83], [-1.48, -4.58, -1.09], [0.27, -3.59, 3.10]], "mulliken_charge": [-0.60, 0.27, 0.17, -0.46, 0.35, 0.27, -0.58, 0.37, 0.28, -0.55, 0.27, 0.33, -0.63, 0.32, 0.66, -0.60, 0.26, 0.31, -0.59, 0.27, 0.18, -0.56, 0.17, 0.42, -0.58, 0.30, 0.45, -0.66, 0.24, -0.65, 0.39, 0.37, -0.58, 0.25, 0.28, -0.62, 0.27, 0.47, -0.51, 0.41, 0.30, -0.62, 0.34, 0.25, 0.30, 0.24], "homo_ev": -13.3, "charge": 1, "relative_energy_ev": 7.796, "orbital_gap_ev": 10.16, "lumo_energy_ev": -3.1}

=====

No. 2
{"formula": "H31O15", "method": "ωB97M-V/def2-TZVPD", "symbols": ["O", "H", "H", "O", "H", "H", "O", "H", "H", "O", "H", "H", "O", "H", "H", "O", "H", "H", "O", "H", "H", "O", "H", "H", "O", "H", "H", "O", "H", "O", "H", "H", "O", "H", "H", "O", "H", "H", "O", "H", "H", "O", "H", "H", "H", "H"], "coordinates": [[0.65, -3.96, -0.29], [-0.18, -3.88, -1.03], [0.15, -4.18, 0.62], [-0.27, 4.01, 0.09], [-0.43, 4.96, -0.30], [0.15, 4.07, 0.98], [-0.41, -2.62, 3.30], [0.70, -0.72, -2.47], [-1.12, -2.08, 2.95], [-0.21, -1.63, -4.05], [-0.07, -0.77, -3.90], [-1.04, -1.79, -4.59], [-0.75, 0.04, -2.31], [-0.90, 1.02, -2.55], [-0.86, 0.27, -1.33], [1.54, -1.22, -2.22], [1.98, -1.48, -2.97], [-0.60, -3.14, 4.06], [0.16, 3.13, -3.18], [-0.49, 3.16, -3.75], [0.17, 3.92, -2.72], [1.16, 0.91, 1.91], [1.00, 0.39, 2.70], [1.35, 1.83, 2.09], [-4.34, -0.47, 0.90], [-3.50, -0.81, 1.32], [-4.91, -1.19, 0.74], [3.95, 2.24, -0.02], [1.96, -1.89, -0.93], [1.68, 3.79, 1.90], [2.29, 3.96, 2.61], [2.12, 3.62, 1.08], [-1.41, -3.38, -1.67], [-1.55, -3.04, -2.59], [-2.04, -4.07, -1.81], [-2.21, -0.74, 2.61], [-2.63, -0.70, 3.45], [-1.69, 0.14, 2.50], [2.01, -2.00, 0.10], [0.95, -2.81, 0.17], [2.92, -2.54, 0.26], [-1.38, 1.86, 2.88], [-0.96, 2.40, 2.30], [-2.03, 2.45, 3.28], [3.46, 1.41, -0.34], [4.48, 1.72, 0.62]], "mulliken_spin": [0.00, 0.00, 0.00, 0.02, 0.00, 0.00, 0.16, 0.00, 0.00, 0.00, 0.00, 0.00, 0.00, 0.00, 0.00, 0.00, 0.00, 0.00, 0.00, 0.00, 0.00, 0.18, -0.01, -0.01, 0.55, -0.02, -0.01, 0.01, 0.00, 0.00, 0.00, 0.00, 0.00, 0.00, 0.00, 0.14, 0.00, -0.01, 0.00, 0.00, 0.00, 0.00, 0.00, 0.00, 0.00, 0.00], "homo_ev": [-16.2, -16.1], "charge": 2, "spin_multiplicity": 2, "relative_energy_ev": 2.325, "orbital_gap_ev": [10.47, 2.47], "s_squared": 0.756, "lumo_energy_ev": [-5.8, -13.6]}

=====

No. 3
{"formula": "H32O16", "method": "ωB97M-V/def2-TZVPD", "symbols": ["O", "H", "H", "O", "H", "H", "O", "H", "H", "O", "H", "H", "O", "H", "H", "O", "H", "H", "O", "H", "H", "O", "H", "H", "O", "H", "H", "O", "H", "H", "O", "H", "H", "O", "H", "H", "O", "H", "H", "O", "H", "H", "O", "H", "H", "O", "H", "H"], "coordinates": [[-2.70, -0.46, -0.27], [-3.12, -0.31, -1.10], [-1.89, 0.12, -0.31], [0.17, -2.88, 1.23], [-0.42, -3.05, 0.43], [-0.17, -2.20, 1.82], [0.91, -3.35, -2.45], [1.66, -3.50, -1.86], [0.60, -2.47, -2.16], [1.77, 2.20, -1.61], [1.71, 1.29, -1.99], [1.44, 2.22, -0.65], [-1.79, -3.04, -0.85], [-1.80, -3.06, -1.81], [-1.97, -2.13, -0.66], [2.01, -0.33, -3.07], [2.18, -0.75, -2.21], [1.05, -0.42, -3.12], [1.55, 2.46, 1.54], [0.61, 2.37, 1.48], [1.74, 3.40, 1.66], [-0.10, 0.33, 0.39], [-0.14, 0.12, 1.32], [0.27, -0.51, -0.01], [-1.96, -1.58, 2.36], [-2.05, -1.48, 3.31], [-2.73, -2.07, 2.16], [-1.14, 2.57, 2.44], [-1.48, 1.91, 3.02], [-0.66, 3.14, 3.05], [-1.13, 3.57, -0.02], [-1.30, 2.92, 0.66], [-2.01, 3.68, -0.37], [2.88, 0.07, 1.34], [2.42, 0.90, 1.21], [3.66, 0.26, 0.88], [1.96, -1.34, -0.65], [2.16, -2.17, -0.14], [2.07, -0.72, 0.01], [-1.10, 1.66, -2.32], [-1.36, 2.42, -2.81], [-0.70, 2.12, -1.54], [0.52, -0.13, 3.07], [1.28, 0.37, 3.44], [-0.15, 0.27, 3.59], [-0.61, -0.95, -2.59], [-1.07, -0.08, -2.53], [-1.09, -1.41, -3.30]], "mulliken_charge": [-0.70, 0.32, 0.27, -0.67, 0.42, 0.24, -0.64, 0.35, 0.33, -0.75, 0.41, 0.37, -0.69, 0.25, 0.38, -0.81, 0.47, 0.49, -0.70, 0.24, 0.30, 0.50, 0.03, 0.06, -0.48, 0.22, 0.23, -0.66, 0.23, 0.28, -0.67, 0.38, 0.34, -0.68, 0.35, 0.32, -0.69, 0.28, 0.17, -0.60, 0.25, 0.31, -0.53, 0.27, 0.23, -0.50, 0.19, 0.27], "homo_ev": -9.9, "charge": 0, "relative_energy_ev": 4.594, "orbital_gap_ev": 9.17, "lumo_energy_ev": -0.7}

=====

No. 4
{"formula": "H32O16", "method": "ωB97M-V/def2-TZVPD", "symbols": ["O", "H", "H", "O", "H", "H", "O", "H", "H", "O", "H", "H", "O", "H", "H", "O", "H", "H", "O", "H", "H", "O", "H", "H", "O", "H", "H", "O", "H", "H", "O", "H", "H", "O", "H", "H", "O", "H", "H", "O", "H", "H", "O", "H", "H", "O", "H", "H"], "coordinates": [[-1.23, -0.08, -2.29], [-1.90, -0.38, -2.88], [-1.03, 0.81, -2.50], [-2.67, -1.45, 0.95], [-2.63, -2.33, 0.57], [-2.71, -1.55, 1.91], [-2.58, -2.85, -1.62], [-1.71, -2.61, -1.37], [-2.59, -3.79, -1.66], [0.31, -2.18, -3.70], [0.13, -1.88, -2.82], [1.23, -1.88, -3.87], [1.78, 2.76, -0.75], [2.22, 2.16, -0.13], [2.23, 2.78, -1.58], [-0.83, -0.18, 2.82], [-0.79, -0.41, 1.90], [-0.02, 0.36, 2.98], [1.92, -0.09, -1.83], [1.78, 0.66, -2.39], [1.21, -0.10, -1.13], [0.51, 3.49, 1.84], [1.33, 3.67, 1.36], [0.67, 2.69, 2.31], [0.04, -2.98, -0.73], [-0.03, -2.93, 0.24], [0.79, -3.60, -0.84], [0.23, -0.14, 0.23], [-0.40, -0.52, -0.39], [0.06, 0.81, 0.32], [-1.01, 2.35, -0.23], [-1.79, 2.37, 0.31], [-0.31, 2.88, 0.16], [-0.37, 2.37, -2.80], [-1.07, 2.87, -3.24], [-0.60, 2.30, -1.86], [2.21, -1.14, 2.33], [2.64, -1.78, 1.70], [2.18, -0.32, 1.88], [-2.36, 1.83, 2.20], [-1.81, 1.09, 2.34], [-3.15, 1.41, 1.95], [2.84, 1.30, 1.11], [3.54, 1.12, 0.54], [3.21, 1.73, 1.84], [0.18, -3.02, 1.93], [-0.06, -3.49, 2.74], [0.40, -2.14, 2.17]], "mulliken_charge": [-0.46, 0.24, 0.26, -0.58, 0.27, 0.32, -0.66, 0.34, 0.28, -0.66, 0.38, 0.29, -0.60, 0.38, 0.25, -0.82, 0.32, 0.38, -0.68, 0.33, 0.38, -0.65, 0.29, 0.31, -0.56, 0.31, 0.27, 0.09, 0.09, 0.19, -0.75, 0.25, 0.29, -0.69, 0.30, 0.48, -0.67, 0.34, 0.28, -0.72, 0.37, 0.32, -0.67, 0.31, 0.24, -0.66, 0.27, 0.40], "homo_ev": -10.1, "charge": 0, "relative_energy_ev": 4.421, "orbital_gap_ev": 9.73, "lumo_energy_ev": -0.4}

=====

No. 5
{"formula": "H32O16", "method": "ωB97M-V/def2-TZVPD", "symbols": ["O", "H", "H", "O", "H", "H", "O", "H", "H", "O", "H", "H", "O", "H", "H", "O", "H", "H", "O", "H", "H", "O", "H", "H", "O", "H", "H", "O", "H", "H", "O", "H", "H", "O", "H", "H", "O", "H", "H", "O", "H", "H", "O", "H", "H", "O", "H", "H"], "coordinates": [[1.57, -0.12, 2.50], [1.38, -0.82, 3.11], [0.92, -0.07, 1.81], [-1.58, 1.59, 2.28], [-2.43, 1.82, 2.72], [-1.65, 1.48, 1.37], [-2.50, 1.96, -0.51], [-1.65, 2.35, -0.69], [-3.08, 2.32, -1.17], [2.98, 1.63, 0.15], [3.45, 1.51, 0.93], [2.17, 1.91, 0.59], [1.16, -2.28, 0.22], [1.50, -2.98, 0.81], [2.00, -1.92, -0.17], [-1.57, -1.07, 2.51], [-1.56, -0.12, 2.33], [-2.44, -1.10, 2.96], [0.89, 2.84, 1.54], [0.56, 3.11, 0.70], [0.12, 2.45, 1.95], [3.07, -1.08, -1.13], [3.23, -0.38, -0.50], [2.31, -0.80, -1.62], [-1.02, 0.30, -2.45], [-1.27, 1.12, -2.93], [-1.77, -0.24, -2.69], [-0.48, -2.73, -1.93], [0.07, -2.57, -1.16], [-1.30, -2.43, -1.56], [-0.04, 0.04, 0.18], [-0.41, 0.19, -0.70], [0.23, -0.90, 0.26], [3.73, -1.53, 1.68], [2.89, -1.06, 1.59], [4.13, -1.59, 2.59], [-0.22, 3.10, -0.81], [-0.04, 3.99, -0.99], [0.34, 2.61, -1.44], [-2.29, -2.55, 0.26], [-2.06, -1.86, 0.88], [-1.82, -3.33, 0.62], [-3.81, -0.56, -0.91], [-3.41, -1.42, -0.65], [-3.16, 0.14, -0.83], [1.32, -0.48, -3.79], [0.44, -0.55, -3.38], [1.07, 0.06, -4.53]], "mulliken_charge": [-0.72, 0.32, 0.33, -0.78, 0.29, 0.41, -0.73, 0.27, 0.34, -0.65, 0.32, 0.29, -0.83, 0.32, 0.30, -0.68, 0.42, 0.30, -0.79, 0.49, 0.33, -0.79, 0.35, 0.37, -0.54, 0.25, 0.29, -0.71, 0.42, 0.33, 0.75, -0.46, 0.37, -0.63, 0.39, 0.26, -0.79, 0.28, 0.31, -0.77, 0.35, 0.30, -0.71, 0.49, 0.32, -0.62, 0.38, 0.28], "homo_ev": -10.7, "charge": 0, "relative_energy_ev": 4.376, "orbital_gap_ev": 10.09, "lumo_energy_ev": -0.6}

=====

No. 6
{"formula": "H33O17", "method": "ωB97M-V/def2-TZVPD", "symbols": ["O", "H", "H", "O", "H", "H", "O", "H", "H", "O", "H", "H", "O", "H", "O", "H", "H", "O", "H", "H", "O", "H", "H", "O", "H", "H", "O", "H", "H", "O", "H", "H", "O", "H", "H", "O", "H", "H", "O", "H", "H", "O", "H", "H", "O", "H", "H", "O", "H", "H"], "coordinates": [[-3.10, -2.79, 2.74], [-2.85, -2.72, 3.58], [-5.16, -1.81, 1.23], [2.60, -1.75, -3.72], [3.60, 3.47, 4.05], [-1.33, 2.12, -2.17], [0.79, 2.47, 2.80], [2.78, 2.53, -3.24], [1.66, 2.91, 2.61], [-2.16, -3.04, -1.60], [-2.05, -1.94, -1.78], [-1.41, -3.13, -0.98], [1.16, 0.26, -0.19], [1.70, 2.99, -0.91], [-0.98, 2.98, -1.85], [-1.03, 2.53, 1.29], [-0.71, 0.42, -1.79], [-5.20, -0.98, 1.18], [-4.30, -4.52, -0.02], [-5.67, -0.39, 0.53], [1.77, -2.05, 1.00], [-0.34, 2.70, -0.96], [1.19, -2.43, 0.30], [-3.63, -4.06, 0.52], [-2.71, -2.26, 2.09], [2.20, -2.06, -4.42], [3.43, 3.75, 3.17], [4.05, 3.09, 2.77], [-3.71, -3.41, -0.12], [3.56, 2.53, -3.65], [1.88, 0.02, 0.29], [0.94, 1.68, 2.28], [1.20, 2.86, -0.10], [-3.67, -3.22, -3.43], [-0.66, -0.43, -3.08], [3.02, -0.45, 3.73], [2.73, 0.24, 3.34], [1.13, 1.91, 0.02], [3.77, 1.74, 0.95], [3.58, 1.73, 0.01], [4.62, 2.30, 0.81], [-1.81, 2.22, 1.81], [3.20, -1.32, 3.25], [1.48, -1.12, 0.51], [-1.10, -0.20, -2.28], [3.31, 3.20, -4.30], [-1.01, 1.67, 2.14], [-4.39, -3.51, -3.10], [-4.72, -3.58, -2.25], [2.34, -1.15, -3.05]], "mulliken_charge": [-0.55, 0.24, 0.29, -0.61, 0.33, 0.31, -0.66, 0.27, 0.38, -0.67, 0.42, 0.27, -0.71, 0.25, -0.71, 0.37, 0.21, -0.58, 0.30, 0.31, -0.68, 0.40, 0.25, -0.50, 0.29, 0.26, -0.63, 0.27, 0.21, -0.59, 0.21, 0.21, -0.58, 0.26, 0.28, -0.63, 0.29, 0.19, -0.53, 0.20, 0.31, -0.66, 0.34, 0.25, -0.59, 0.31, 0.33, -0.55, 0.27, 0.33], "homo_ev": -6.4, "charge": -1, "relative_energy_ev": 9.897, "orbital_gap_ev": 8.63, "lumo_energy_ev": 2.2}